(1)
This record from OMol25 describes a single C4H6S3 molecule in a non-equilibrium geometry. The level of theory is wB97M-V/def2-TZVPD.

## Properties
relative energy (zero: lowest compared OMol25 entry of this formula, charge and spin): 2.590 eV
HOMO level: -0.3272 Ha
largest force on an atom: 0.103 hartree/bohr
structure (SMILES): S=CC1[C@H](S)[C@H]1S

Each atom is followed by the atoms it is bonded to, with distances in Å.
Element x y z (Å)
1 H -0.4589 -3.0761 0.3026  S7 1.450
2 H -0.9019 -0.1054 -2.9349  S8 1.377
3 H -1.9409 -0.9016 -0.5552  C12 1.150
4 H -1.4294 1.3487 -0.2538  C5 1.182
5 C -0.5211 0.6332 -0.0071  H4 1.182, C9 1.478, C10 1.551, C12 1.473
6 S 0.7441 2.7141 1.3177  C10 1.575
7 S -0.5188 -2.0776 1.3525  H1 1.450, C12 1.943
8 S 0.2804 -0.7438 -2.6344  H2 1.377, C9 1.827
9 C 0.2247 -0.3176 -0.8582  C5 1.478, S8 1.827, H11 0.994, C12 1.481
10 C 0.3332 1.2023 1.1555  C5 1.551, S6 1.575, H13 1.111
11 H 1.0326 -0.3333 -0.2797  C9 0.994
12 C -0.9184 -0.7851 -0.0415  H3 1.150, C5 1.473, S7 1.943, C9 1.481
13 H 0.8976 0.3870 1.6568  C10 1.111

(2)
This record from OMol25 describes a single C4H6S3 molecule in a non-equilibrium geometry. The level of theory is wB97M-V/def2-TZVPD.

## Properties
relative energy (zero: lowest compared OMol25 entry of this formula, charge and spin): 0.294 eV
HOMO level: -0.3136 Ha
largest force on an atom: 0.051 hartree/bohr
structure (SMILES): CSC(=S)C(C)=S

Each atom is followed by the atoms it is bonded to, with distances in Å.
Element x y z (Å)
1 H -1.4662 1.5743 -2.6763  C6 1.102
2 H 0.2467 -1.9695 2.2111  C4 1.071
3 S 0.2004 2.5724 -0.6728  C7 1.563
4 C 0.7228 -1.0484 2.4802  H2 1.071, S5 1.798, H9 1.056, H13 1.091
5 S 0.0383 0.3344 1.5567  C4 1.798, C11 1.757
6 C -1.0041 0.7147 -2.1638  H1 1.102, C7 1.510, H8 1.083, H10 1.066
7 C -0.1493 1.0795 -0.9743  S3 1.563, C6 1.510, C11 1.488
8 H -1.6619 -0.0840 -1.8432  C6 1.083
9 H 1.7699 -1.1086 2.3575  C4 1.056
10 H -0.3633 0.2871 -2.8999  C6 1.066
11 C 0.3025 -0.0625 -0.1347  S5 1.757, C7 1.488, S12 1.626
12 S 0.9347 -1.4258 -0.7557  C11 1.626
13 H 0.4298 -0.8636 3.5152  C4 1.091

(3)
This record from OMol25 describes 2 unconnected molecules or ions with the total composition C4H6Si2 in a non-equilibrium geometry. The level of theory is wB97M-V/def2-TZVPD.

## Properties
relative energy (zero: lowest compared OMol25 entry of this formula, charge and spin): 2.675 eV
HOMO level: -0.3181 Ha
largest force on an atom: 0.086 hartree/bohr

Each atom is followed by the atoms it is bonded to, with distances in Å.
Element x y z (Å)
1 H 2.1314 -0.0004 1.8524  Si8 1.474
2 C 1.5340 -1.1877 -0.4705  H6 1.046, Si8 1.908, C11 1.306
3 C -3.0875 0.1499 -0.4808  C5 1.190, H7 1.033
4 H 0.0059 2.6819 1.1229  Si9 1.493
5 C -2.8893 -0.6963 0.3325  C3 1.190, H10 1.051
6 H 1.2798 -2.2000 -0.5325  C2 1.046
7 H -3.2758 0.7269 -1.3172  C3 1.033
8 Si 1.3242 0.3307 0.6648  H1 1.474, C2 1.908, Si9 2.267, C11 1.922
9 Si 0.0111 1.9690 -0.1892  H4 1.493, Si8 2.267
10 H -2.6865 -1.2793 1.1837  C5 1.051
11 C 2.4451 -0.2987 -0.7638  C2 1.306, Si8 1.922, H12 1.000
12 H 3.2075 -0.1960 -1.4024  C11 1.000

The highest relative energy (zero: lowest compared OMol25 entry of this formula, charge and spin) belongs to which entry? C4H6Si2